# C7H15N2

A 2-piece molecular cluster, C7H15N2 overall at a distorted geometry (ωB97M-V/def2-TZVPD, the Open Molecules 2025 dataset).

Geometry (Å):
C 0.2916 2.7858 -1.2069
C 1.4616 2.2485 -1.0302
C -0.8229 1.7269 -1.4062
C -0.1468 0.4417 -0.9950
C 1.2958 0.7353 -0.9187
C 2.0446 -1.4316 -0.4459
C -1.8655 -1.5822 1.6963
N 2.2946 0.0110 -0.5326
N -1.4313 -0.2009 1.6759
H 0.2275 3.7699 -1.3234
H 2.4608 2.6160 -0.9946
H -1.7700 1.9346 -0.8162
H -1.0147 1.6517 -2.5277
H -0.6158 0.0724 0.0425
H -0.3671 -0.4870 -1.4796
H 1.0721 -1.5428 0.2063
H 1.8389 -1.7945 -1.4189
H 3.0008 -1.9983 0.0175
H -2.3573 -2.0682 2.5141
H -2.5145 -1.7466 0.9031
H -0.9439 -2.0239 1.3562
H 3.1743 0.2627 -0.4930
H -0.5762 -0.0799 2.2748
H -2.1039 0.4130 1.8053

Forces on atoms 1 to 2 (eV/Å):
-1.6295 -3.5318 -0.4383
1.3263 -4.0061 0.1680

Its max |F| is 7.0 eV Å⁻¹. The charge is +1. The value obtained for the HOMO energy is -12.89 eV. The energy above the lowest of the compared OMol25 structures with the same formula, charge and spin is 254.4 kJ/mol. The calculation puts the HOMO-LUMO gap at 9.0 eV. The value obtained for the total energy is -384.89988 Ha.

Results of the Mulliken charge analysis, in e, for atoms 1 through 4: C -0.625; C -0.657; C -0.679; C -0.125

# C4H11N3O3

A 2-piece molecular cluster, C4H11N3O3 overall at a distorted geometry (ωB97M-V/def2-TZVPD, the Open Molecules 2025 dataset).

Geometry (Å):
C 1.4055 -1.5059 0.7990
C 0.0843 -0.9818 0.3031
O -0.9704 -1.4316 1.0860
N -0.0993 -1.1472 -1.0314
N -1.3570 -1.2832 -1.4460
H 1.7237 -0.8979 1.6457
H 2.1692 -1.4177 0.0317
H 1.3107 -2.5341 1.1453
H -1.6962 -0.8211 1.2505
H -1.4336 -1.2812 -2.4552
H -2.0647 -0.7995 -0.8923
C -1.0804 1.6871 0.9777
C 0.2040 1.1116 0.4189
O 1.2975 1.4230 0.8731
O 0.0372 1.3142 -1.1043
N 1.2573 1.2787 -1.8213
H -1.3070 1.1974 1.9270
H -1.9348 1.5376 0.3221
H -0.9198 2.7461 1.1646
H 1.9786 1.5136 -1.1300
H 1.3951 0.2917 -2.0641

Forces on atoms 1 to 2 (eV/Å):
0.1372 0.8514 0.5313
-0.6566 -2.6960 -2.5994

Its structure (SMILES) is C/C(O)=N/N.CC(=O)ON. Its max |F| is 5.1 eV Å⁻¹. The value obtained for the HOMO energy (alpha / beta) is -8.60 / -8.60 eV. The energy above the lowest of the compared OMol25 structures with the same formula, charge and spin is 441.1 kJ/mol. The calculation puts the HOMO-LUMO gap (alpha / beta) at 7.9 / 7.9 eV. The value obtained for the total energy is -548.83560 Ha.

Results of the Mulliken charge analysis, in e, for atoms 1 through 4: C -1.349; C 0.714; O -0.553; N -0.154

# C23H26N2O6S

C23H26N2O6S in the gas phase at a distorted geometry (ωB97M-V/def2-TZVPD, the Open Molecules 2025 dataset).

Geometry (Å):
C 0.2904 -4.6255 -1.7499
O 0.4138 -3.4968 -0.9142
C -0.5000 -2.4902 -1.0378
C -1.5813 -2.4980 -1.9070
C -2.4527 -1.4189 -1.9426
C -2.2200 -0.3285 -1.1339
S -3.3668 1.0393 -1.1773
O -4.0632 1.0233 -2.4312
O -2.6964 2.2468 -0.7866
N -4.4662 0.5480 0.0064
C -5.8110 1.0581 -0.1903
C -6.7349 0.3695 0.8137
O -6.3058 0.6006 2.1354
C -4.9909 0.1374 2.3303
C -4.0082 0.7967 1.3596
C -1.1411 -0.2887 -0.2703
C -0.2856 -1.3765 -0.1960
N 0.8009 -1.4242 0.6742
C 0.9501 -0.7277 1.8377
O 0.1379 0.0532 2.2738
C 2.2630 -1.0579 2.5383
C 3.4128 -0.9452 1.5958
C 4.3425 -1.8792 1.2722
O 5.2503 -1.4234 0.3731
C 4.8981 -0.1430 0.0947
C 5.5207 0.7463 -0.7654
C 4.9801 2.0133 -0.8992
C 5.6359 3.0004 -1.8156
C 3.8210 2.3835 -0.1828
C 3.2466 3.7572 -0.3512
C 3.2111 1.4894 0.6744
C 3.7522 0.2161 0.8229
H -0.6488 -5.1559 -1.5685
H 1.1259 -5.2735 -1.4905
H 0.3588 -4.3501 -2.8060
H -1.7601 -3.3409 -2.5546
H -3.3010 -1.4051 -2.6064
H -6.0999 0.8374 -1.2171
H -5.8425 2.1456 -0.0306
H -7.7468 0.7714 0.7463
H -6.7506 -0.7116 0.6096
H -4.7304 0.3797 3.3614
H -4.9558 -0.9535 2.1870
H -3.0162 0.3616 1.4777
H -3.9509 1.8763 1.5550
H -0.9658 0.5885 0.3286
H 1.4841 -2.1379 0.4571
H 2.3786 -0.3558 3.3670
H 2.2068 -2.0696 2.9461
H 4.4765 -2.8879 1.6139
H 6.4039 0.4545 -1.3118
H 4.9451 3.3194 -2.5951
H 5.9444 3.8883 -1.2649
H 6.5125 2.5641 -2.2869
H 2.9826 3.9395 -1.3921
H 3.9694 4.5165 -0.0542
H 2.3526 3.8737 0.2549
H 2.3243 1.7695 1.2225

Forces on atoms 1 to 2 (eV/Å):
0.0135 -0.2396 -0.1449
-0.1192 0.4895 0.2042

Its structure (SMILES) is COc1ccc(S(=O)(=O)N2CCOCC2)cc1NC(=O)Cc1coc2cc(C)c(C)cc12. Its max |F| is 1.1 eV Å⁻¹. The value obtained for the HOMO energy is -8.39 eV. The energy above the lowest of the compared OMol25 structures with the same formula, charge and spin is 306.1 kJ/mol. The calculation puts the HOMO-LUMO gap at 8.8 eV. The value obtained for the total energy is -1851.17849 Ha.

Results of the Mulliken charge analysis, in e, for atoms 1 through 4: C -0.965; O -0.455; C 0.872; C -0.648

# C5H8O

A 2-piece molecular cluster, C5H8O overall at a distorted geometry (ωB97M-V/def2-TZVPD, the Open Molecules 2025 dataset).

Geometry (Å):
C 1.0227 -1.2651 -0.2919
C -1.5209 -0.1743 -0.4870
C -1.0484 0.7927 0.4386
O -0.4388 0.3612 1.6368
C 0.5255 0.9162 0.7531
C 1.3801 0.0714 -0.0271
H 1.6036 -1.8267 -1.0208
H 0.4027 -1.8474 0.3897
H -1.9937 0.1809 -1.3935
H -1.9757 -1.0651 -0.0651
H -1.5161 1.7748 0.4675
H 0.8930 1.8994 1.0404
H 0.2270 -0.2247 -1.0977
H 2.3179 0.4461 -0.4235

Forces on atoms 1 to 2 (eV/Å):
0.0638 1.8806 -0.8771
0.8722 0.2433 -0.6645

Its max |F| is 3.2 eV Å⁻¹. The value obtained for the HOMO energy is -7.50 eV. The energy above the lowest of the compared OMol25 structures with the same formula, charge and spin is 556.3 kJ/mol. The calculation puts the HOMO-LUMO gap at 8.3 eV. The value obtained for the total energy is -270.34601 Ha.

Results of the Mulliken charge analysis, in e, for atoms 1 through 4: C -0.542; C -1.443; C 0.404; O -0.420

# C3H7NO2S

C3H7NO2S as an isolated structure at a distorted geometry (ωB97M-V/def2-TZVPD, the Open Molecules 2025 dataset).

Geometry (Å):
C 1.3411 -0.7845 0.1957
C 2.0120 0.4135 -0.2176
C -2.0598 0.5846 0.8420
N -0.7013 0.5572 0.3436
O 1.7109 -1.6100 0.9850
O -0.3225 -0.9527 -1.7479
S -0.4316 -0.9441 -0.0955
H 1.7887 1.2648 0.2880
H 1.9855 0.4819 -1.3137
H 3.0690 0.3549 -0.0280
H -2.0383 0.8056 1.8851
H -2.5282 -0.4041 0.6062
H -2.6327 1.3720 0.4224
H -1.1927 -1.1391 -2.1654

Forces on atoms 1 to 2 (eV/Å):
-0.9091 -1.7021 1.9585
2.6499 -1.0641 -2.9718

Its max |F| is 4.1 eV Å⁻¹. The value obtained for the HOMO energy is -8.96 eV. The energy above the lowest of the compared OMol25 structures with the same formula, charge and spin is 364.2 kJ/mol. The calculation puts the HOMO-LUMO gap at 9.3 eV. The value obtained for the total energy is -721.82392 Ha.

Results of the Mulliken charge analysis, in e, for atoms 1 through 4: C 0.739; C -1.116; C -0.704; N -0.360

# C4H14N4

C4H14N4 in the gas phase at a distorted geometry (ωB97M-V/def2-TZVPD, the Open Molecules 2025 dataset).

Geometry (Å):
C 1.6249 1.4749 0.5929
N 1.1971 0.1268 0.2495
C 0.0326 -0.3264 1.0151
C 0.0508 -1.8619 1.1146
N -1.1759 0.2161 0.4200
C -1.3511 0.1680 -1.2702
N -0.5744 -0.7498 -1.9920
N -1.0411 1.5064 -1.5822
H 0.7863 2.1593 0.4692
H 2.4328 1.7770 -0.0750
H 1.9741 1.5608 1.6332
H 1.9670 -0.5149 0.4116
H 0.0869 0.0634 2.0549
H 0.1048 -2.3153 0.1261
H -0.8575 -2.2092 1.6048
H 0.9086 -2.2034 1.6968
H -1.9769 -0.1428 0.9281
H -2.4204 -0.0215 -1.3900
H -0.8471 -1.7107 -1.8345
H 0.4128 -0.6193 -1.7874
H -1.2946 1.9991 -0.6896
H -0.0399 1.6234 -1.6961

Forces on atoms 1 to 2 (eV/Å):
0.0471 0.0242 0.1137
0.0547 -0.1365 0.1688

Its structure (SMILES) is CN[C@H](C)NC(N)N. Its max |F| is 2.9 eV Å⁻¹. The value obtained for the HOMO energy is -8.24 eV. The energy above the lowest of the compared OMol25 structures with the same formula, charge and spin is 114.1 kJ/mol. The calculation puts the HOMO-LUMO gap at 9.2 eV. The value obtained for the total energy is -379.79037 Ha.

Results of the Mulliken charge analysis, in e, for atoms 1 through 4: C -1.080; N -0.245; C 0.132; C -1.488

# C2H8N2O2

C2H8N2O2 as an isolated structure at a distorted geometry (ωB97M-V/def2-TZVPD, the Open Molecules 2025 dataset).

Geometry (Å):
C -0.4531 0.3011 0.4401
C -0.0979 -0.2657 -0.8056
N 1.7418 0.4573 -0.5135
N -2.0243 -0.3679 -0.4603
O 2.4210 0.0966 0.7141
O -0.2433 -0.4202 1.5403
H 2.9416 -0.6706 0.4533
H -0.3764 0.1138 2.3317
H 1.7007 1.4763 -0.4374
H -0.6128 1.3686 0.5321
H -2.6287 0.1797 -1.0630
H -2.3829 -1.2734 -0.1775
H 0.1946 -1.3027 -0.8399
H -0.1804 0.3070 -1.7144

Forces on atoms 1 to 2 (eV/Å):
-2.0998 -1.0703 -0.5499
2.6948 1.0742 0.5722

Its max |F| is 3.0 eV Å⁻¹. The value obtained for the HOMO energy is -6.85 eV. The energy above the lowest of the compared OMol25 structures with the same formula, charge and spin is 710.9 kJ/mol. The calculation puts the HOMO-LUMO gap at 7.5 eV. The value obtained for the total energy is -340.75965 Ha.

Results of the Mulliken charge analysis, in e, for atoms 1 through 4: C 0.276; C -0.322; N -0.637; N -0.656

# C28H36As2CaSi

C28H36As2CaSi as an isolated structure at a distorted geometry (ωB97M-V/def2-TZVPD, the Open Molecules 2025 dataset).

Geometry (Å):
C 0.9923 2.4713 2.3297
C 1.2545 2.7237 0.9504
C 0.0545 3.2503 0.3715
H 2.2411 2.7252 0.4842
C -0.9214 3.3215 1.4062
C -0.3428 2.8494 2.6084
H -0.8049 2.8599 3.5992
H 1.7345 2.1996 3.0815
H -0.0215 3.7313 -0.6067
H -1.8886 3.8193 1.3312
Ca -0.1518 0.5396 0.2526
C 0.2464 -3.5655 -2.6278
H 1.2656 -3.1686 -2.4789
H 0.2505 -4.5684 -2.1581
H 0.0401 -3.6498 -3.7068
Si 0.1161 0.0815 -2.8973
C 1.5008 -0.2583 -4.1393
C 2.3698 0.8410 -4.3265
H 2.1585 1.7902 -3.8327
C 3.4940 0.7908 -5.1667
H 4.1336 1.6743 -5.2543
C 3.8183 -0.3779 -5.8699
H 4.7555 -0.4341 -6.4461
C 2.9626 -1.4740 -5.7221
H 3.2097 -2.3888 -6.2688
C 1.8398 -1.4194 -4.8744
H 1.2247 -2.3122 -4.8480
C -1.1140 1.0147 -3.9961
C -0.8657 1.4029 -5.3272
H 0.0615 1.1340 -5.8146
C -1.8107 2.0803 -6.1054
H -1.6002 2.3558 -7.1337
C -3.0440 2.4181 -5.5708
H -3.7948 2.9416 -6.1517
C -3.2936 2.1140 -4.2367
H -4.2243 2.4453 -3.7870
C -2.3778 1.3729 -3.4910
H -2.6495 1.0093 -2.5061
H -0.4886 -2.9346 -2.1211
H -0.5308 -1.3376 -2.8474
C -2.7325 -2.1059 3.0251
As -2.0722 -0.2710 2.8723
C -3.6226 0.5778 3.7215
C -0.8669 -0.3598 4.4690
C -1.3627 -0.1545 5.7563
C -0.4746 -0.1268 6.8484
C 0.8895 -0.3401 6.6467
C 1.3754 -0.6328 5.3568
C 0.5052 -0.6413 4.2676
As 1.1301 -1.0646 2.4264
C 3.0614 -0.9573 2.7071
C 0.9505 -2.9993 2.6022
H -3.0548 -2.3970 2.0192
H -3.5837 -2.1248 3.7119
H -1.9363 -2.7643 3.3780
H -4.1142 -0.1177 4.4115
H -3.3180 1.4907 4.2421
H -4.3075 0.8424 2.9075
H -2.4303 -0.0005 5.9207
H -0.8588 0.0681 7.8533
H 1.5855 -0.2978 7.4898
H 2.4345 -0.8419 5.2125
H 3.4392 -1.8760 3.1707
H 3.5076 -0.8317 1.7135
H 3.3074 -0.0845 3.3176
H 1.6756 -3.3808 3.3283
H -0.0658 -3.2486 2.9086
H 1.1398 -3.4284 1.6132

Forces on atoms 1 to 2 (eV/Å):
0.0138 -0.0059 -0.2990
-0.2637 0.1862 0.1399

Its max |F| is 1.6 eV Å⁻¹. The value obtained for the HOMO energy is -6.71 eV. The energy above the lowest of the compared OMol25 structures with the same formula, charge and spin is 0.0 kJ/mol. The calculation puts the HOMO-LUMO gap at 6.5 eV. The value obtained for the total energy is -6527.10663 Ha.

Results of the Mulliken charge analysis, in e, for atoms 1 through 4: C -0.072; C -1.209; C -0.956; H 0.474

# C5H5ClO2

A 2-piece molecular cluster, C5H5ClO2 overall at a distorted geometry (ωB97M-V/def2-TZVPD, the Open Molecules 2025 dataset).

Geometry (Å):
C -0.6640 -1.9703 -0.1618
C -0.1942 -0.6147 -0.0422
C -0.1532 1.4942 0.6096
C 0.4327 1.5447 -0.6862
C 0.5186 0.0358 -1.0129
H -0.4088 -2.3783 -1.1726
H -0.1727 -2.6898 0.4401
H -1.7605 -2.0728 -0.0410
H 0.6979 1.8589 3.0472
H 0.7132 2.4723 -1.1319
O -0.6204 0.3014 0.8582
O 0.1569 2.3680 1.6986
Cl 1.4546 -0.3495 -2.4052

Forces on atoms 1 to 2 (eV/Å):
-1.1928 -1.6891 -1.0880
1.4014 1.2689 -2.5860

Its max |F| is 5.5 eV Å⁻¹. The value obtained for the HOMO energy is -8.13 eV. The energy above the lowest of the compared OMol25 structures with the same formula, charge and spin is 478.8 kJ/mol. The calculation puts the HOMO-LUMO gap at 6.6 eV. The value obtained for the total energy is -804.00485 Ha.

Results of the Mulliken charge analysis, in e, for atoms 1 through 4: C -1.178; C 0.242; C 0.465; C -0.681

# C7H15O3P

C7H15O3P as an isolated structure at a distorted geometry (ωB97M-V/def2-TZVPD, the Open Molecules 2025 dataset).

Geometry (Å):
C 1.6132 1.1633 0.0192
C 0.2529 1.3744 0.7057
C 0.3694 -2.4641 -1.8368
C -0.8292 2.1679 -0.0996
C 0.2278 2.3629 1.9565
C -0.4033 -1.6946 -2.7958
C -0.4387 -2.3216 0.8873
O 2.0178 -1.6243 0.8188
O -0.2076 0.0911 1.0272
O 0.7455 -3.5703 -1.7769
P 0.6713 -1.0690 0.0415
H 1.8203 1.8311 -0.8525
H 2.3325 1.1376 0.7454
H -1.8368 1.8909 0.2972
H -0.6577 1.8966 -1.1195
H -0.7503 3.2406 0.0652
H -0.8453 2.6396 2.1777
H 0.7526 3.2070 1.7930
H 0.7038 1.8532 2.7873
H -0.7403 -0.7360 -2.3641
H -1.2574 -2.1278 -3.2306
H 0.0531 -1.3201 -3.7265
H -1.5120 -2.1966 0.7631
H -0.0267 -3.2961 0.5718
H -0.4047 -2.2171 1.9214
H 2.5570 -0.8316 0.9068

Forces on atoms 1 to 2 (eV/Å):
-3.9089 -0.5195 -2.1798
-0.6856 3.2915 0.2279

Its max |F| is 4.6 eV Å⁻¹. The value obtained for the HOMO energy (alpha / beta) is -7.62 / -7.62 eV. The energy above the lowest of the compared OMol25 structures with the same formula, charge and spin is 397.1 kJ/mol. The calculation puts the HOMO-LUMO gap (alpha / beta) at 7.3 / 7.3 eV. The value obtained for the total energy is -842.65272 Ha.

Results of the Mulliken charge analysis, in e, for atoms 1 through 4: C -1.566; C 2.015; C 0.596; C -1.792